Record 1
DFT (ωB97M-V/def2-TZVPD) results for 2 unconnected molecules or ions with the total composition C2H3NOS in a non-equilibrium geometry.

Summary:
- F_max (eV/A) = 3.42
- energy (hartree) = -606.0542
- ΔE to the lowest compared entry with this formula, charge and spin (eV) = 3.623
- charge = 0

Geometry as XYZ:
```
8
C2H3NOS | the OMol25 dataset | ωB97M-V/def2-TZVPD
S 2.394 0.743 -0.510
O -1.441 0.559 -1.227
N -1.618 -0.953 0.609
C -1.431 -0.057 -0.213
C 1.089 -0.030 0.241
H 1.828 0.427 -1.867
H 1.126 0.222 1.351
H -1.948 -0.910 1.617
```

=====

Record 2
DFT (ωB97M-V/def2-TZVPD) results for 2 unconnected molecules or ions with the total composition C2H3NOS in a non-equilibrium geometry.

Summary:
- F_max (eV/A) = 3.30
- energy (hartree) = -606.0531
- ΔE to the lowest compared entry with this formula, charge and spin (eV) = 3.654
- charge = 0

Geometry as XYZ:
```
8
C2H3NOS | the OMol25 dataset | ωB97M-V/def2-TZVPD
S 1.241 -1.067 -0.385
O -0.815 0.465 0.436
N 1.068 2.528 -1.209
C 1.497 0.068 -1.591
C 1.325 1.408 -1.323
H -0.679 0.080 1.275
H 1.166 -2.212 -1.299
H -0.025 0.915 0.127
```

=====

Record 3
DFT (ωB97M-V/def2-TZVPD) results for a single C2H3NOS2 molecule in a non-equilibrium geometry.

Summary:
- F_max (eV/A) = 5.96
- energy (hartree) = -1004.2800
- ΔE to the lowest compared entry with this formula, charge and spin (eV) = 2.926
- charge = 0

Geometry as XYZ:
```
9
C2H3NOS2 | the OMol25 dataset | ωB97M-V/def2-TZVPD
S 0.036 1.647 -1.533
S -1.635 -2.218 0.538
O 1.758 1.292 0.365
N -1.109 -0.545 0.109
C 0.060 -0.198 0.453
C 0.462 0.960 -0.177
H 0.922 -0.707 1.192
H 1.885 2.150 -0.226
H -2.379 -2.380 -0.721
```